No. 1
Below is a cluster of 9 separate species, C5H26BF4N10O8 in total, with properties calculated with wB97M-V/def2-TZVPD.

The gap between HOMO and LUMO is 9.37 eV. The calculation puts the energy above the lowest of the compared OMol25 structures with the same formula, charge and spin at 44.6 kJ/mol. The calculation puts the HOMO energy at -7.01 eV. The net charge is -1.

Positions of all 54 atoms, in Å:
B -0.28814 -0.32540 0.71593
F -0.26900 -1.55764 -0.01437
F -0.37033 -0.66276 2.07251
F 0.78394 0.43553 0.40057
F -1.53496 0.26140 0.42740
O -0.96693 -3.25218 2.53233
H -0.67867 -2.40407 2.16119
H -1.59778 -3.01266 3.21493
O 1.01222 1.76028 2.69120
H 1.70171 1.29444 3.18168
H 0.36431 1.07322 2.48962
O 3.23605 1.69976 0.58312
H 3.43366 0.79586 0.32786
H 2.30555 1.68036 0.84212
C 3.15871 -0.18666 3.77441
O 2.26254 -0.21846 4.61619
N 4.27513 0.53981 3.93865
N 3.20538 -0.91342 2.65483
H 4.27038 1.08541 4.78482
H 4.95438 0.66934 3.21369
H 2.33775 -1.34671 2.37927
H 4.01725 -0.90362 2.06974
C 2.52900 -2.99683 -1.38832
O 3.48333 -3.61642 -1.85354
N 2.69846 -1.71601 -0.98559
N 1.34029 -3.54281 -1.05574
H 3.36901 -1.17861 -1.51319
H 1.81518 -1.26037 -0.85261
H 1.27900 -4.54197 -1.00168
H 0.59666 -2.91371 -0.73680
C -1.97605 -1.65509 -2.98183
O -2.35234 -1.93613 -4.11157
N -0.70819 -1.22068 -2.80102
N -2.76476 -1.47137 -1.89241
H -0.28735 -0.91777 -1.94850
H -0.29589 -1.01366 -3.69621
H -3.75729 -1.54620 -2.02306
H -2.33242 -1.15698 -1.04375
C -4.55669 2.37097 1.06585
O -5.72176 2.59658 1.38253
N -3.85039 1.31576 1.54234
N -3.81031 3.19829 0.34044
H -3.02549 1.05474 1.02206
H -4.29599 0.82321 2.29486
H -2.81730 3.33526 0.42809
H -4.23791 4.03631 -0.02092
C -0.26090 1.94334 -3.52731
O 0.60481 1.12804 -3.85029
N -0.90128 2.78815 -4.38075
N -0.84158 1.94536 -2.32662
H -0.65522 2.79554 -5.35425
H -1.77815 3.12545 -4.03366
H -1.77754 2.25331 -2.14521
H -0.32411 1.46246 -1.60906

No. 2
Below is a cluster of 8 separate species, C5H26N2O8 in total, with properties calculated with wB97M-V/def2-TZVPD.

The gap between HOMO and LUMO is 9.25 eV. The calculation puts the energy above the lowest of the compared OMol25 structures with the same formula, charge and spin at 370.4 kJ/mol. The calculation puts the HOMO energy at -9.10 eV.

Positions of all 41 atoms, in Å:
O -2.67259 1.62993 0.07194
C -1.57492 1.18838 0.39662
N -0.61664 0.80588 -0.46405
C 0.58084 0.09631 -0.00245
C 0.35891 -1.37346 0.19245
C 1.23338 -2.22932 -0.87009
N 2.43292 -2.45663 -0.07925
C -1.25327 1.04824 1.88655
H -0.70143 0.89549 -1.46002
H 0.86036 0.66310 0.87053
H 1.41620 0.20021 -0.67287
H 0.67787 -1.80883 1.18699
H -0.61135 -1.75939 0.49408
H 0.73939 -3.21594 -0.92687
H 1.14015 -1.73674 -1.82878
H 2.23346 -2.94776 0.78601
H 3.38428 -2.52125 -0.27809
H -0.64058 0.14328 2.09366
H -2.27348 1.06128 2.33962
H -0.88034 2.01116 2.25581
H 1.78239 2.25948 0.64242
H 3.27855 1.88397 0.39710
O 2.64540 2.13989 1.06890
H -2.24351 3.31100 -0.54610
H -1.62755 4.32394 -1.54748
O -1.79582 3.39032 -1.38176
H -2.36285 2.19563 -2.48481
H -3.44700 1.41167 -2.00381
O -2.85783 1.37940 -2.82065
H -2.75297 -3.58233 -1.17101
H -1.56139 -4.55302 -0.73439
O -1.94570 -4.02430 -1.44565
H -2.46872 -0.24969 -2.54574
H -1.27843 -1.40347 -2.49310
O -2.15295 -1.14475 -2.30551
H 3.71835 -0.94795 0.63249
H 2.72350 0.00658 1.10032
O 3.55144 -0.35725 1.41632
H 2.05034 1.15916 2.81243
H 1.53940 1.98668 3.90454
O 1.37218 1.12111 3.51372